[1]
Density functional theory data (wB97M-V/def2-TZVPD) for C42H61BClF4MoOP3SSi as an isolated structure at a distorted geometry.

Results
⟨S²⟩: 2.04
Kohn-Sham gap (alpha / beta) (eV): 6.164 / 6.751
Net charge: 0
Relative energy (zero: lowest compared OMol25 entry of this formula, charge and spin) (kJ/mol): 208.9
Strongest force on any atom (Eh/bohr): 0.02427
Spin multiplicity: 3
LUMO energy (alpha / beta) (eV): -1.321 / -1.030

Each line ends with the Mulliken charge.
CARTESIAN COORDINATES (ANGSTROEM)
1 Mo 0.168 -0.504 -0.312  -1.18
2 C -1.636 4.782 2.876  -1.88
3 C -1.404 3.293 3.141  0.58
4 C -2.776 2.637 3.271  -1.58
5 P -0.129 2.474 1.985  1.55
6 C 1.311 2.745 3.174  0.86
7 C 2.669 2.173 2.775  -1.29
8 C 1.539 4.147 3.747  -1.92
9 C -0.154 3.603 0.547  0.71
10 C 0.414 4.874 0.528  -0.43
11 C 0.217 5.732 -0.540  -1.16
12 C -0.573 5.332 -1.605  -0.89
13 C -1.111 4.056 -1.617  -0.21
14 C -0.904 3.161 -0.561  0.61
15 Si -1.498 1.362 -0.746  0.94
16 C -2.214 1.275 -2.523  0.31
17 C -3.387 1.948 -2.879  0.31
18 C -3.921 1.863 -4.153  -0.92
19 C -3.278 1.104 -5.120  -1.13
20 C -2.107 0.440 -4.798  -0.24
21 C -1.580 0.515 -3.509  -0.42
22 P -0.027 -0.314 -3.038  1.26
23 C 0.133 -1.885 -4.066  0.38
24 C 0.513 -1.742 -5.548  -1.73
25 C -1.086 -2.800 -3.984  -1.29
26 C 1.231 0.744 -3.879  0.62
27 C 1.131 2.203 -3.443  -1.63
28 C 2.627 0.127 -3.734  -1.66
29 C -3.027 1.011 0.327  0.64
30 C -4.068 1.939 0.381  -0.89
31 C -5.249 1.672 1.053  -0.88
32 C -5.394 0.470 1.729  -0.99
33 C -4.375 -0.467 1.693  -0.88
34 C -3.203 -0.215 0.981  0.13
35 P -2.023 -1.555 0.585  2.33
36 C -3.182 -2.439 -0.614  0.30
37 C -3.490 -1.586 -1.836  -1.51
38 C -2.782 -3.866 -0.999  -1.84
39 C -1.945 -2.973 1.831  1.10
40 C -3.291 -3.608 2.218  -2.31
41 C -1.152 -2.875 3.130  -0.89
42 H -2.286 5.179 3.660  0.47
43 H -2.145 4.923 1.920  0.30
44 H -0.730 5.383 2.855  0.39
45 H -0.909 3.176 4.107  0.62
46 H -3.440 3.002 2.494  0.39
47 H -3.215 2.926 4.230  0.56
48 H -2.739 1.553 3.223  0.02
49 H 0.920 2.125 3.989  0.35
50 H 3.290 2.938 2.314  0.41
51 H 2.597 1.350 2.077  -0.23
52 H 3.186 1.809 3.666  0.49
53 H 1.983 4.805 3.001  0.36
54 H 2.264 4.064 4.560  0.47
55 H 0.646 4.616 4.155  0.33
56 H 1.036 5.198 1.348  0.10
57 H 0.675 6.713 -0.537  0.40
58 H -0.745 5.998 -2.441  0.39
59 H -1.678 3.745 -2.484  0.35
60 H -3.909 2.546 -2.144  0.40
61 H -4.837 2.387 -4.392  0.44
62 H -3.686 1.030 -6.120  0.41
63 H -1.613 -0.139 -5.562  0.12
64 H 0.955 -2.394 -3.556  0.58
65 H -0.276 -1.292 -6.146  0.29
66 H 0.667 -2.750 -5.939  0.51
67 H 1.427 -1.187 -5.728  0.38
68 H -1.971 -2.334 -4.421  0.23
69 H -1.309 -3.082 -2.963  -0.12
70 H -0.880 -3.717 -4.542  0.55
71 H 0.933 0.702 -4.932  0.88
72 H 1.301 2.337 -2.377  -0.07
73 H 0.149 2.610 -3.689  0.40
74 H 1.886 2.791 -3.965  0.67
75 H 2.855 -0.121 -2.702  0.03
76 H 3.382 0.838 -4.064  0.52
77 H 2.738 -0.782 -4.322  0.45
78 H -3.937 2.910 -0.085  0.48
79 H -6.041 2.411 1.075  0.36
80 H -6.304 0.258 2.276  0.38
81 H -4.514 -1.407 2.206  0.22
82 H -4.109 -2.483 -0.039  0.90
83 H -2.591 -1.369 -2.399  -0.13
84 H -3.950 -0.637 -1.565  0.09
85 H -4.177 -2.121 -2.496  0.77
86 H -1.755 -3.929 -1.344  0.29
87 H -3.434 -4.210 -1.806  0.50
88 H -2.892 -4.567 -0.174  0.34
89 H -1.400 -3.674 1.188  0.33
90 H -3.722 -3.083 3.071  0.51
91 H -3.095 -4.631 2.545  0.48
92 H -4.039 -3.657 1.433  0.45
93 H -1.682 -2.268 3.861  0.29
94 H -0.154 -2.482 2.991  -0.28
95 H -1.059 -3.888 3.532  0.53
96 O -0.937 0.204 3.976  -0.48
97 H -0.673 -0.059 4.863  0.28
98 H -0.216 -0.104 3.404  -0.08
99 F 2.662 2.691 0.086  -0.20
100 B 3.205 1.651 -0.637  -0.09
101 F 2.062 0.618 -0.744  0.62
102 F 4.223 0.973 -0.017  -0.30
103 F 3.553 2.053 -1.902  -0.22
104 Cl 0.524 -2.756 -0.977  -0.51
105 S 1.325 -0.936 1.769  -1.05
106 C 2.597 -2.162 1.720  0.89
107 C 3.373 -2.429 0.596  0.10
108 C 4.378 -3.381 0.662  -0.98
109 C 4.632 -4.060 1.845  -0.55
110 C 3.880 -3.772 2.975  -0.66
111 C 2.869 -2.827 2.916  -0.84
112 H 3.217 -1.868 -0.314  0.22
113 H 4.973 -3.587 -0.218  0.44
114 H 5.425 -4.795 1.892  0.38
115 H 4.081 -4.282 3.908  0.39
116 H 2.282 -2.597 3.797  0.38



[2]
Density functional theory data (wB97M-V/def2-TZVPD) for a 2-piece molecular cluster, C5H11N overall at a distorted geometry.

Results
⟨S²⟩: 0.77
Kohn-Sham gap (alpha / beta) (eV): 7.338 / 3.495
Net charge: +1
Relative energy (zero: lowest compared OMol25 entry of this formula, charge and spin) (kJ/mol): 385.0
Strongest force on any atom (Eh/bohr): 0.08382
Spin multiplicity: 2
LUMO energy (alpha / beta) (eV): -4.442 / -8.284

Each line ends with the Mulliken charge.
CARTESIAN COORDINATES (ANGSTROEM)
1 C 1.251 0.488 -2.172  -0.72
2 C 1.300 -0.577 -3.167  0.08
3 C 1.638 -1.831 -2.943  -0.72
4 H 1.496 0.063 -1.148  0.20
5 H 0.179 0.917 -2.321  0.20
6 H 1.936 1.252 -2.354  0.30
7 H 0.852 -0.527 -4.166  0.28
8 H 1.488 -2.662 -3.725  0.23
9 H 1.904 -2.211 -1.864  0.16
10 C -1.031 1.644 1.950  -0.53
11 C -1.060 0.518 2.707  0.35
12 N -1.982 -0.223 3.357  -0.23
13 H -1.729 2.518 1.834  0.31
14 H -0.105 1.995 1.523  0.29
15 H -0.081 -0.035 2.982  0.27
16 H -2.883 -0.514 3.256  0.24
17 H -1.772 -0.683 4.235  0.30



[3]
Density functional theory data (wB97M-V/def2-TZVPD) for C3H10Si2 as an isolated structure at a distorted geometry.

Results
Kohn-Sham gap (eV): 7.739
Net charge: 0
Relative energy (zero: lowest compared OMol25 entry of this formula, charge and spin) (kJ/mol): 120.0
Strongest force on any atom (Eh/bohr): 0.08788
LUMO energy (eV): -0.374

Each line ends with the Mulliken charge.
CARTESIAN COORDINATES (ANGSTROEM)
1 C 1.008 1.016 0.149  -0.56
2 C -0.572 -0.009 2.512  -1.11
3 C -0.857 -0.602 -1.776  -1.05
4 Si 1.114 -0.123 1.666  -0.02
5 Si 0.951 0.033 -1.421  0.30
6 H -0.002 1.563 0.130  0.25
7 H 1.891 1.713 0.229  0.43
8 H -1.443 -0.552 2.178  0.36
9 H -0.399 -0.295 3.514  0.35
10 H -0.904 1.014 2.583  0.36
11 H -1.560 -0.030 -2.427  0.33
12 H -0.685 -1.603 -2.340  0.26
13 H -1.501 -0.869 -0.973  0.35
14 H 1.256 0.385 -2.768  -0.17
15 H 1.704 -1.641 -1.256  -0.08



[4]
Density functional theory data (wB97M-V/def2-TZVPD) for one molecule with the formula C21H28N2O5S.

Results
Kohn-Sham gap (eV): 8.732
Net charge: 0
Relative energy (zero: lowest compared OMol25 entry of this formula, charge and spin) (kJ/mol): 18.5
Strongest force on any atom (Eh/bohr): 0.01531
LUMO energy (eV): 0.535
SMILES: CC(C)CN(C(=O)COC(=O)CCc1c[nH]c2ccccc12)[C@@H]1CCS(=O)(=O)C1

Each line ends with the Mulliken charge.
CARTESIAN COORDINATES (ANGSTROEM)
1 C -0.449 -3.461 -2.292  -1.74
2 H -1.118 -3.853 -3.055  0.48
3 H 0.493 -4.003 -2.357  0.33
4 C -0.220 -1.967 -2.503  1.42
5 C 0.480 -1.708 -3.834  -1.64
6 H -0.104 -2.119 -4.653  0.44
7 H 0.601 -0.641 -4.002  0.31
8 H 1.463 -2.175 -3.847  0.39
9 H -1.189 -1.459 -2.520  0.19
10 C 0.628 -1.376 -1.363  0.03
11 N -0.024 -1.474 -0.074  0.82
12 C 0.286 -2.377 0.884  0.94
13 O -0.465 -2.667 1.794  -0.66
14 C 1.658 -3.058 0.802  -1.20
15 H 1.675 -3.826 0.026  0.29
16 H 1.818 -3.526 1.778  0.42
17 O 2.747 -2.183 0.511  -0.32
18 C 2.836 -1.058 1.236  0.80
19 O 2.032 -0.740 2.070  -0.55
20 C 4.050 -0.254 0.841  -0.93
21 H 4.430 0.250 1.729  0.42
22 H 4.811 -0.926 0.445  0.44
23 C 3.682 0.790 -0.229  -0.77
24 C 2.574 1.699 0.199  0.59
25 C 2.348 2.216 1.442  -0.99
26 N 1.214 2.981 1.437  0.12
27 C 0.675 2.973 0.184  -1.16
28 C -0.475 3.575 -0.311  -0.93
29 C -0.782 3.375 -1.639  -0.58
30 C 0.051 2.617 -2.467  -0.84
31 C 1.200 2.030 -1.987  -0.06
32 C 1.517 2.181 -0.635  1.49
33 H 1.854 1.478 -2.648  0.56
34 H -0.214 2.502 -3.508  0.40
35 H -1.675 3.816 -2.053  0.40
36 H -1.101 4.186 0.324  0.48
37 H 0.828 3.451 2.238  0.22
38 H 2.905 2.084 2.348  0.39
39 H 3.386 0.275 -1.145  0.27
40 H 4.580 1.374 -0.455  0.45
41 C -1.181 -0.612 0.123  -0.53
42 C -2.531 -1.309 0.131  -0.94
43 H -2.850 -1.690 -0.833  0.43
44 H -2.591 -2.069 0.903  0.46
45 S -3.592 0.102 0.583  1.25
46 O -4.671 -0.290 1.446  -0.72
47 O -3.943 0.809 -0.621  -0.67
48 C -2.323 1.064 1.487  -0.47
49 C -1.112 0.158 1.452  -0.58
50 H -1.141 -0.557 2.274  0.60
51 H -0.174 0.707 1.517  -0.28
52 H -2.690 1.273 2.485  0.51
53 H -2.177 1.982 0.923  0.06
54 H -1.177 0.118 -0.694  0.39
55 H 1.584 -1.894 -1.338  1.22
56 H 0.816 -0.318 -1.567  -1.78
57 H -0.894 -3.652 -1.318  0.33



[5]
Density functional theory data (wB97M-V/def2-TZVPD) for a 3-piece molecular cluster, CH10N3O2 overall at a distorted geometry.

Results
Kohn-Sham gap (eV): 12.024
Net charge: +1
Relative energy (zero: lowest compared OMol25 entry of this formula, charge and spin) (kJ/mol): 63.7
Strongest force on any atom (Eh/bohr): 0.02119
LUMO energy (eV): -2.904

Each line ends with the Mulliken charge.
CARTESIAN COORDINATES (ANGSTROEM)
1 N 0.251 -0.369 -0.741  -0.30
2 C -0.882 0.278 -0.919  0.80
3 N -2.007 -0.258 -0.441  -0.40
4 N -0.980 1.404 -1.625  -0.38
5 H 0.264 -1.186 -0.127  0.22
6 H 1.157 0.070 -0.721  0.21
7 H -2.866 0.264 -0.488  0.21
8 H -2.030 -1.044 0.186  0.22
9 H -0.164 1.978 -1.815  0.22
10 H -1.825 1.641 -2.114  0.22
11 H 1.164 -3.256 1.054  0.32
12 H 2.306 -2.233 1.165  0.31
13 O 1.352 -2.308 1.048  -0.67
14 H 1.050 1.813 2.515  0.32
15 H 2.080 1.541 1.461  0.32
16 O 1.129 1.667 1.563  -0.62